1.
Computed, not measured: a 14-piece molecular cluster, C37H105N3O14 overall in a non-equilibrium geometry, with ωB97M-V/def2-TZVPD.

CARTESIAN COORDINATES (ANGSTROEM)
C 0.226 -0.524 0.801
C 0.218 0.237 -0.512
C -1.099 0.028 -1.223
O 0.343 1.613 -0.223
H 0.641 -1.533 0.729
H -0.777 -0.497 1.233
H 0.843 -0.110 1.604
H 1.081 -0.057 -1.121
H -1.287 0.760 -2.013
H -1.945 0.096 -0.538
H -1.087 -0.919 -1.768
H 1.199 1.796 0.255
C 5.097 1.953 -2.898
C 3.932 1.698 -3.835
C 2.745 1.045 -3.192
O 3.457 2.946 -4.399
H 4.708 2.405 -1.983
H 5.881 2.573 -3.331
H 5.583 1.032 -2.569
H 4.265 1.132 -4.711
H 2.327 1.672 -2.393
H 3.000 0.134 -2.648
H 1.888 0.938 -3.855
H 4.143 3.291 -4.977
C 1.123 -3.598 -2.637
C 0.771 -3.243 -4.069
C 0.460 -1.786 -4.353
O 1.842 -3.689 -4.895
H 1.213 -4.678 -2.530
H 0.266 -3.341 -2.009
H 2.012 -3.062 -2.305
H -0.134 -3.814 -4.321
H 1.356 -1.182 -4.223
H -0.417 -1.525 -3.758
H 0.126 -1.644 -5.385
H 1.588 -3.541 -5.811
C 1.713 -4.077 1.061
C 1.322 -5.544 0.977
C -0.028 -5.719 0.270
O 2.297 -6.315 0.272
H 0.851 -3.481 1.357
H 2.010 -3.738 0.065
H 2.562 -3.875 1.715
H 1.238 -5.987 1.974
H 0.020 -5.250 -0.718
H -0.857 -5.217 0.768
H -0.335 -6.722 -0.028
H 3.151 -6.173 0.691
C 1.229 6.627 -0.551
C 1.881 5.295 -0.212
C 3.342 5.218 -0.544
O 1.643 4.895 1.143
H 1.010 6.703 -1.618
H 1.791 7.478 -0.167
H 0.213 6.674 -0.145
H 1.351 4.534 -0.798
H 3.529 4.952 -1.584
H 3.863 4.472 0.062
H 3.899 6.133 -0.324
H 0.920 5.404 1.518
C -5.367 3.229 -5.549
C -4.541 2.548 -4.476
C -3.277 1.934 -5.072
O -4.288 3.485 -3.444
H -4.837 4.075 -5.992
H -6.293 3.612 -5.120
H -5.567 2.535 -6.367
H -5.170 1.749 -4.066
H -2.577 2.738 -5.305
H -3.409 1.320 -5.964
H -2.750 1.252 -4.396
H -4.502 3.051 -2.615
C -1.008 2.343 3.552
C 0.400 2.692 4.048
C 0.473 2.828 5.561
O 1.308 1.651 3.627
H -1.689 3.188 3.670
H -1.413 1.442 4.009
H -0.927 2.201 2.472
H 0.782 3.556 3.501
H 1.424 3.242 5.892
H 0.331 1.853 6.025
H -0.320 3.558 5.750
H 0.932 0.787 3.885
C 4.743 1.749 2.314
C 4.040 1.555 0.962
C 4.036 0.069 0.607
O 5.363 -0.274 0.250
C 5.497 -1.640 -0.039
N 2.671 2.032 1.102
H 5.836 1.732 2.306
H 4.385 1.069 3.086
H 4.572 2.781 2.636
H 4.562 2.077 0.159
H 3.324 -0.142 -0.198
H 3.718 -0.498 1.490
H 6.527 -1.876 -0.309
H 4.917 -1.918 -0.928
H 5.213 -2.272 0.808
H 2.377 1.799 2.051
H 2.639 3.047 1.116
C 1.604 -1.219 6.139
C 1.062 -1.769 4.829
C 0.546 -3.188 5.056
O 0.052 -3.788 3.871
C -0.523 -5.041 4.083
N 0.007 -0.946 4.208
H 0.788 -1.130 6.868
H 2.039 -0.225 6.046
H 2.304 -1.856 6.682
H 1.905 -1.699 4.134
H -0.341 -3.075 5.695
H 1.271 -3.831 5.564
H -0.915 -5.509 3.183
H -1.315 -5.009 4.841
H 0.209 -5.751 4.493
H -0.828 -1.017 4.780
H -0.127 -1.414 3.317
C -2.528 -2.443 0.940
C -3.939 -2.998 0.702
C -4.577 -3.471 1.996
O -3.695 -4.382 2.611
C -4.298 -5.198 3.587
N -4.750 -1.946 0.089
H -2.605 -1.763 1.791
H -2.147 -1.897 0.079
H -1.889 -3.294 1.168
H -3.879 -3.829 -0.009
H -5.512 -4.005 1.793
H -4.821 -2.583 2.591
H -5.202 -5.705 3.239
H -4.584 -4.624 4.476
H -3.584 -5.946 3.927
H -4.654 -2.003 -0.923
H -5.751 -2.132 0.127
C -3.567 1.306 1.482
O -4.418 0.990 0.407
H -3.924 1.025 2.475
H -2.546 0.958 1.296
H -3.414 2.387 1.506
H -4.463 0.037 0.222
C -3.724 -0.871 -3.001
O -4.441 -2.105 -3.089
H -3.368 -0.654 -4.011
H -4.373 -0.061 -2.673
H -2.891 -0.963 -2.301
H -3.823 -2.723 -3.489
C -0.041 3.508 -3.832
O 0.672 3.204 -5.024
H -0.994 3.947 -4.130
H -0.265 2.680 -3.155
H 0.488 4.318 -3.322
H 1.576 2.959 -4.774
C -2.342 3.689 -0.669
O -1.326 3.887 0.294
H -2.033 4.214 -1.577
H -2.502 2.625 -0.867
H -3.260 4.106 -0.251
H -0.687 3.171 0.147

Gap between HOMO and LUMO = 9.6 eV
Max |F| = 1.54 eV/A
HOMO energy = -9.27 eV

***

2.
Computed, not measured: C37H10Cl7F4N8O2SY as an isolated structure, with ωB97M-V/def2-TZVPD.

CARTESIAN COORDINATES (ANGSTROEM)
Y -0.042 -1.250 0.231
Cl -4.535 -2.707 5.560
C -3.610 -1.662 4.540
C -3.166 -2.135 3.326
C -2.405 -1.351 2.455
N -2.017 -1.856 1.202
C -3.003 -2.439 0.476
O -4.154 -2.672 0.817
C -2.609 -2.806 -0.938
C -3.554 -3.358 -1.785
C -3.183 -3.662 -3.083
C -1.882 -3.411 -3.493
C -0.998 -2.858 -2.586
N -1.358 -2.555 -1.335
C -2.065 -0.062 2.883
C -2.541 0.422 4.097
C -3.316 -0.359 4.925
Cl -3.884 0.300 6.418
N -1.182 0.844 2.172
C -0.255 1.639 2.932
O 0.152 1.383 4.042
C 0.049 2.756 2.074
C 0.918 3.824 2.226
C 1.069 4.700 1.176
C 0.341 4.505 -0.024
C -0.509 3.456 -0.153
N -0.646 2.579 0.902
H -3.415 -3.141 3.034
H -4.548 -3.528 -1.399
H -3.899 -4.091 -3.771
H -1.550 -3.634 -4.497
H 0.030 -2.652 -2.859
H -2.292 1.421 4.420
H 1.466 3.915 3.153
H 1.751 5.534 1.255
H 0.454 5.162 -0.878
H -1.084 3.236 -1.036
Cl 0.094 -3.709 3.259
C 1.196 -2.364 3.344
C 1.228 -1.454 2.297
C 2.191 -0.475 2.406
Cl 2.262 0.695 1.082
C 3.061 -0.316 3.475
Cl 4.198 0.971 3.526
C 2.973 -1.237 4.514
Cl 4.027 -1.098 5.868
C 2.042 -2.275 4.449
Cl 1.957 -3.418 5.733
F 3.802 -0.556 -5.241
C 2.873 0.137 -4.566
C 2.439 1.328 -5.119
F 3.005 1.706 -6.272
C 1.471 2.153 -4.529
C 0.957 1.607 -3.352
C 1.443 0.456 -2.784
F 0.880 0.148 -1.546
C 2.432 -0.349 -3.330
C 2.983 -1.546 -2.677
C 2.298 -2.101 -1.631
N 1.635 -2.507 -0.750
C 4.251 -2.099 -2.984
N 5.283 -2.572 -3.192
F -0.075 2.200 -2.727
C 1.038 3.440 -5.016
C 0.595 4.401 -4.087
N 0.222 5.160 -3.293
C 1.126 3.818 -6.373
N 1.170 4.146 -7.481
S -2.197 0.810 -0.401
C -1.387 1.415 0.919

Charge = -1
Gap between HOMO and LUMO (alpha / beta) = 5.6 / 4.1 eV
Multiplicity = 2
Max |F| = 0.45 eV/A
<S²> = 0.781
HOMO energy (alpha / beta) = -4.52 / -4.52 eV

***

3.
Computed, not measured: C37H10F15GeIrN5S2 as an isolated structure in a non-equilibrium geometry, with ωB97M-V/def2-TZVPD.

CARTESIAN COORDINATES (ANGSTROEM)
Ir 0.080 0.422 0.959
S -4.610 -5.320 2.874
N -3.344 -5.265 1.889
C -2.916 -4.014 1.775
C -1.814 -3.546 0.993
C -1.044 -4.360 0.152
C -0.015 -3.795 -0.574
C 0.239 -2.433 -0.433
N -0.478 -1.665 0.368
C -1.501 -2.173 1.077
C -2.290 -1.262 1.873
N -1.923 0.038 1.911
C -2.717 0.928 2.490
C -3.908 0.574 3.120
C -4.239 -0.763 3.220
C -3.436 -1.708 2.570
C -3.708 -3.113 2.552
N -4.678 -3.749 3.198
H -1.290 -5.409 0.087
H 0.586 -4.385 -1.246
H 1.035 -1.941 -0.976
H -2.393 1.959 2.456
H -4.542 1.341 3.533
H -5.099 -1.109 3.775
F 0.739 2.201 2.880
C 1.542 2.612 3.903
C 2.403 1.704 4.485
C 3.124 2.121 5.590
F 3.919 1.208 6.158
C 3.019 3.409 6.108
F 3.694 3.768 7.183
C 2.185 4.326 5.460
F 2.087 5.563 5.905
C 1.444 3.925 4.347
F 0.645 4.780 3.711
Ge 2.667 -0.190 3.909
S 2.221 -0.342 1.731
C 4.575 -0.763 3.976
C 5.471 -0.202 3.080
F 5.019 0.807 2.320
C 6.783 -0.654 2.961
F 7.597 -0.132 2.059
C 7.219 -1.682 3.805
F 8.454 -2.130 3.716
C 6.342 -2.232 4.744
F 6.745 -3.193 5.554
C 5.028 -1.770 4.808
F 4.170 -2.292 5.684
C 1.452 -1.353 4.967
C 1.517 -2.715 4.736
F 2.300 -3.102 3.716
C 0.801 -3.629 5.495
F 0.855 -4.928 5.238
C -0.004 -3.149 6.532
F -0.693 -3.999 7.272
C -0.111 -1.777 6.761
F -0.909 -1.323 7.716
C 0.611 -0.897 5.965
F 0.486 0.426 6.127
N 0.577 7.415 -0.409
C 0.566 6.272 -0.413
C 0.492 4.860 -0.363
C 1.646 4.112 -0.113
C 1.571 2.730 -0.142
C 0.329 2.103 -0.299
C -0.812 2.857 -0.591
C -0.737 4.237 -0.607
H 2.584 4.613 0.074
H 2.482 2.152 -0.033
H -1.766 2.390 -0.795
H -1.622 4.821 -0.812

Charge = +2
Gap between HOMO and LUMO (alpha / beta) = 6.9 / 3.0 eV
Multiplicity = 6
Max |F| = 3.58 eV/A
<S²> = 8.784
HOMO energy (alpha / beta) = -13.52 / -14.17 eV

***

4.
Computed, not measured: C37H10F20GeN2O2SSeZn as an isolated structure, with ωB97M-V/def2-TZVPD.

CARTESIAN COORDINATES (ANGSTROEM)
Zn 0.668 -0.955 0.978
O 8.108 -0.355 1.846
C 7.480 0.688 1.248
O 8.130 1.597 0.812
C 5.993 0.630 1.185
C 5.254 -0.546 1.316
C 3.879 -0.527 1.230
C 3.172 0.665 1.009
C 3.923 1.844 0.873
C 5.302 1.813 0.955
N 1.788 0.615 0.946
C 1.089 1.820 0.705
C -0.377 1.696 0.986
C -1.173 2.790 1.294
C -2.532 2.595 1.461
C -3.062 1.317 1.327
C -2.197 0.275 1.060
N -0.887 0.468 0.895
H 7.461 -0.948 2.244
H 5.740 -1.507 1.448
H 3.327 -1.454 1.329
H 3.441 2.791 0.678
H 5.875 2.724 0.833
H 1.490 2.690 1.223
H -0.725 3.768 1.407
H -3.176 3.430 1.703
H -4.118 1.129 1.449
H -2.539 -0.750 0.985
F -1.532 7.469 -2.045
C -0.916 6.305 -1.871
C -1.240 5.220 -2.666
F -2.173 5.344 -3.607
C -0.598 4.012 -2.467
F -0.945 2.986 -3.246
C 0.377 3.846 -1.492
Se 1.232 2.151 -1.297
C 0.689 4.956 -0.724
F 1.633 4.876 0.225
C 0.052 6.172 -0.892
F 0.370 7.213 -0.125
F 0.037 -1.364 -1.277
C 0.163 -2.432 -2.104
C 0.137 -3.714 -1.602
C 0.283 -4.720 -2.548
F 0.274 -6.001 -2.144
C 0.433 -4.480 -3.898
F 0.561 -5.484 -4.760
C 0.447 -3.170 -4.351
F 0.589 -2.913 -5.643
C 0.312 -2.134 -3.445
F 0.328 -0.872 -3.861
Ge 0.042 -4.318 0.279
S -0.156 -2.816 1.850
C -1.502 -5.504 0.495
C -1.673 -6.112 1.730
F -0.758 -5.920 2.687
C -2.755 -6.917 2.024
F -2.878 -7.493 3.217
C -3.723 -7.119 1.055
F -4.775 -7.885 1.316
C -3.598 -6.514 -0.182
F -4.537 -6.697 -1.110
C -2.499 -5.716 -0.441
F -2.442 -5.132 -1.646
C 1.729 -5.316 0.444
C 1.883 -6.650 0.773
F 0.816 -7.434 0.959
C 3.130 -7.238 0.899
F 3.241 -8.526 1.217
C 4.269 -6.484 0.684
F 5.468 -7.039 0.805
C 4.154 -5.149 0.335
F 5.243 -4.412 0.122
C 2.893 -4.603 0.217
F 2.807 -3.304 -0.137

Gap between HOMO and LUMO = 7.5 eV
Max |F| = 0.39 eV/A
HOMO energy = -8.07 eV